No. 1
81
Properties=species:S:1:pos:R:3:forces:R:3 method="wB97M-V/def2-TZVPD" relative_energy_ev=0.666 lumo_energy_ev=-3.371 spin_multiplicity=1 charge=+1
Sn -0.7015 -1.1717 -0.0460 0.525 -0.245 -0.327
O 0.6010 -0.9233 -2.8202 0.260 -0.071 0.238
C 0.2807 -0.1133 -3.8648 0.316 0.197 -0.170
C -0.9870 0.1325 -4.3575 -0.203 -0.111 0.096
C -1.0625 0.9829 -5.4469 -0.050 -0.096 0.071
C 0.0784 1.5657 -6.0146 0.143 0.070 -0.040
C 1.3343 1.3244 -5.4991 0.031 0.042 -0.073
C 1.4265 0.4649 -4.4040 -0.143 -0.127 0.144
C 2.4910 -0.0299 -3.6091 0.197 -0.009 0.083
N 2.0222 -0.8331 -2.6880 -0.951 0.159 -0.463
N 2.6919 -1.4572 -1.7604 0.585 -0.240 0.770
C 2.1637 -2.2563 -0.8224 -0.133 0.173 -0.643
O 0.9509 -2.6231 -0.7558 -0.245 0.445 0.075
C 3.1406 -2.7530 0.1683 0.176 0.100 0.093
C 4.3755 -2.1260 0.3465 -0.118 -0.088 0.027
C 5.2466 -2.5868 1.3180 0.004 -0.011 -0.035
C 4.9012 -3.6821 2.0983 0.060 0.036 0.050
C 3.6724 -4.3042 1.9271 0.024 -0.039 0.026
C 2.7898 -3.8358 0.9703 -0.095 0.033 -0.070
H -1.8625 -0.3247 -3.9154 0.007 0.023 -0.051
H -2.0314 1.1956 -5.8797 0.020 0.000 0.027
H -0.0326 2.2115 -6.8754 0.002 0.003 0.044
H 2.2233 1.7730 -5.9242 -0.068 -0.004 -0.027
H 3.5483 0.1715 -3.6557 0.006 -0.096 0.090
H 4.6338 -1.2702 -0.2590 0.000 0.021 -0.023
H 6.1949 -2.0882 1.4706 -0.013 -0.024 -0.008
H 5.5937 -4.0450 2.8478 -0.046 0.005 -0.009
H 3.4073 -5.1527 2.5445 -0.009 0.002 -0.027
H 1.8240 -4.3023 0.8231 0.026 -0.015 0.021
O -0.3749 1.2237 0.1395 0.106 0.568 -0.103
C 0.6656 1.7559 0.9854 0.332 0.063 0.305
C 1.3517 0.5211 1.6383 -0.147 0.262 0.008
O 2.2821 0.6708 2.3886 -0.181 -0.069 -0.184
O 0.8114 -0.6241 1.3184 -0.250 -0.763 -0.052
C 0.0099 2.6114 2.0651 -0.041 0.005 -0.084
C -0.2280 3.9643 1.8384 0.011 -0.035 -0.006
C -0.8934 4.7284 2.7870 -0.103 0.035 -0.017
C -1.3344 4.1471 3.9665 0.026 -0.002 -0.015
C -1.1042 2.7977 4.1959 -0.052 -0.054 -0.007
C -0.4428 2.0328 3.2475 0.079 0.004 0.009
C 1.7035 2.5127 0.1668 -0.002 -0.020 -0.017
C 1.6630 2.5208 -1.2206 -0.009 -0.006 -0.017
C 2.6351 3.1982 -1.9506 0.003 -0.010 -0.035
C 3.6573 3.8667 -1.2990 -0.051 0.003 -0.040
C 3.7020 3.8590 0.0898 0.048 -0.006 0.070
C 2.7335 3.1922 0.8199 -0.076 -0.072 -0.050
H -0.9244 1.9627 -0.1530 -0.139 -0.102 -0.016
H 0.1255 4.4329 0.9273 0.020 -0.010 0.010
H -1.0700 5.7809 2.6024 0.026 -0.029 0.005
H -1.8489 4.7442 4.7082 0.013 -0.003 -0.008
H -1.4427 2.3387 5.1164 0.025 0.010 -0.014
H -0.2571 0.9822 3.4411 0.001 0.026 0.034
H 0.8607 2.0119 -1.7407 0.012 -0.029 -0.043
H 2.5851 3.2106 -3.0331 -0.034 0.008 0.002
H 4.4043 4.4051 -1.8679 0.016 -0.028 0.022
H 4.5014 4.3740 0.6081 -0.045 0.002 -0.012
H 2.7691 3.1840 1.8999 0.035 -0.004 0.021
C -5.2738 1.1829 -0.9894 0.074 -0.004 0.109
As -3.7823 0.5026 0.0932 -0.371 0.129 -0.047
C -4.7790 -0.8999 1.0321 0.057 -0.054 0.042
C -3.7747 1.8292 1.5333 -0.030 -0.006 0.003
H -6.1410 1.4034 -0.3676 0.021 0.005 0.032
H -5.5505 0.4298 -1.7256 0.014 -0.010 -0.018
H -4.9680 2.0866 -1.5136 0.003 0.013 -0.005
H -5.6879 -0.4908 1.4723 0.002 0.022 -0.007
H -4.1644 -1.3284 1.8247 0.000 0.009 -0.005
H -5.0492 -1.6982 0.3407 0.016 0.020 -0.022
H -4.7413 1.8639 2.0360 -0.010 -0.003 -0.027
H -3.5459 2.8205 1.1408 0.024 -0.018 -0.030
H -3.0025 1.5674 2.2569 -0.025 0.023 -0.003
I -4.2324 -6.5201 -0.8390 0.145 0.145 0.125
C -2.9808 -5.3980 0.4051 -0.214 -0.237 -0.112
C -2.4904 -5.9306 1.5888 0.033 0.086 -0.033
C -1.6680 -5.1432 2.3802 -0.032 -0.042 0.067
C -1.3753 -3.8572 1.9644 -0.073 0.013 -0.111
N -1.8566 -3.3493 0.8251 0.327 -0.087 0.382
C -2.6389 -4.1041 0.0556 0.062 0.201 0.020
H -2.7460 -6.9383 1.8857 0.010 -0.009 0.003
H -1.2667 -5.5230 3.3101 0.004 0.022 -0.026
H -0.7369 -3.2030 2.5495 0.019 -0.061 0.013
H -3.0023 -3.6513 -0.8610 0.013 -0.033 -0.002

***

No. 2
85
Properties=species:S:1:pos:R:3:forces:R:3 method="wB97M-V/def2-TZVPD" relative_energy_ev=0.722 lumo_energy_ev=3.802 spin_multiplicity=1 charge=-2
Rb -0.3558 1.8583 -0.1326 0.036 0.274 -0.699
O -1.3030 5.3108 2.1971 0.019 0.049 0.057
C -0.8632 5.0043 3.5060 -0.051 0.007 -0.108
C -1.3034 3.6188 3.9279 0.001 0.021 -0.104
N -0.6521 2.5759 3.1552 0.044 -0.144 0.053
C 0.6871 2.2797 3.6596 -0.044 -0.039 -0.022
C 1.4676 1.3136 2.7330 0.029 -0.006 0.040
O 1.8369 0.2307 3.2400 -0.023 0.038 -0.099
O 1.6482 1.7110 1.5539 0.308 -0.202 0.377
C -1.4759 1.3657 3.0887 -0.165 0.198 0.036
C -2.3849 1.3242 1.8334 0.094 -0.020 0.009
O -2.7991 2.4212 1.3999 -0.038 -0.072 0.106
O -2.5484 0.1891 1.3079 -0.156 0.056 0.179
H -1.4773 4.4701 1.7460 -0.039 -0.062 -0.003
H -1.3044 5.7396 4.1857 -0.017 0.058 0.044
H 0.2260 5.1071 3.5770 0.037 -0.022 -0.034
H -2.3751 3.5589 3.7329 -0.032 -0.042 0.024
H -1.1387 3.4758 5.0126 0.011 0.012 0.039
H 0.6440 1.8421 4.6694 -0.006 -0.022 0.029
H 1.2552 3.2106 3.7114 -0.006 0.043 -0.005
H -2.1212 1.2992 3.9808 0.006 -0.128 0.005
H -0.8333 0.4901 3.1062 0.048 -0.057 -0.094
O -0.5287 4.5389 -1.4941 0.039 -0.090 -0.119
C -0.1343 5.1514 -2.4620 -0.017 0.091 0.091
C 0.5594 4.6542 -3.6466 -0.005 -0.095 -0.026
C 0.9714 5.6147 -4.5515 0.025 0.013 0.013
C 1.6601 5.2853 -5.7107 0.066 -0.098 0.065
C 1.9400 3.9238 -5.9965 -0.014 0.083 0.057
C 1.5410 2.9566 -5.1368 0.020 -0.024 -0.019
C 0.8355 3.2367 -3.8895 0.069 -0.066 0.028
O 0.5218 2.3177 -3.1232 -0.028 0.100 0.071
N 2.0857 6.3019 -6.6030 -0.338 0.114 -0.258
O 1.8108 7.4776 -6.3560 0.102 -0.032 0.111
O 2.6823 5.9794 -7.6323 0.126 -0.056 0.064
H -0.2899 6.2552 -2.4996 0.002 -0.014 0.010
H 0.7619 6.6586 -4.3477 0.007 -0.012 -0.021
H 2.4759 3.6811 -6.9032 0.000 0.020 -0.017
H 1.7515 1.9119 -5.3361 -0.015 0.027 0.002
N -2.5583 -2.9806 -4.7441 0.097 0.026 0.092
C -1.8901 -2.1312 -3.8481 -0.047 0.028 -0.024
C -0.6068 -1.6604 -4.1170 0.005 -0.013 -0.003
C 0.0100 -0.8330 -3.1918 -0.049 -0.061 0.019
N -0.5481 -0.4743 -2.0402 -0.069 0.073 -0.058
C -1.7938 -0.8937 -1.8106 -0.045 -0.003 0.213
C -2.5053 -1.7043 -2.6758 0.045 -0.027 -0.103
H -1.9261 -3.5245 -5.3121 -0.007 0.010 -0.027
H -3.2201 -3.5835 -4.2780 -0.035 0.001 -0.002
H -0.0905 -1.9372 -5.0307 -0.034 0.000 0.023
H 1.0024 -0.4384 -3.3835 -0.038 0.002 0.012
H -2.2428 -0.5790 -0.8672 0.034 -0.018 -0.038
H -3.5085 -2.0235 -2.4174 0.033 -0.006 -0.022
C -1.1285 -3.0772 5.6178 0.010 -0.009 -0.027
C 0.1732 -3.3584 5.2250 0.001 0.026 -0.043
C 0.6163 -3.0048 3.9563 -0.071 0.025 0.025
C -0.2400 -2.3693 3.0619 -0.059 -0.052 0.057
C -1.5384 -2.0603 3.4735 0.020 -0.021 0.029
C -1.9813 -2.4231 4.7400 0.014 0.018 -0.034
As 0.2866 -1.7549 1.2780 0.116 0.300 0.012
C 2.0922 -2.5053 1.1524 0.074 -0.016 0.009
C 2.3746 -3.8709 1.1618 0.009 0.040 0.020
C 3.6811 -4.3268 1.0499 -0.019 0.059 0.001
C 4.7220 -3.4140 0.9212 -0.013 -0.011 -0.021
C 4.4490 -2.0541 0.9025 -0.049 0.041 0.014
C 3.1393 -1.5956 1.0172 0.035 -0.084 0.039
C -0.6098 -3.1575 0.2256 -0.132 -0.129 -0.074
C -1.8900 -3.6086 0.5440 0.056 -0.061 -0.088
C -2.5594 -4.5011 -0.2859 0.008 0.034 0.035
C -1.9673 -4.9482 -1.4583 0.006 -0.001 -0.022
C -0.7031 -4.4856 -1.8010 0.056 0.006 0.082
C -0.0342 -3.5985 -0.9682 -0.093 -0.036 0.024
H -1.4700 -3.3492 6.6096 0.001 -0.004 0.015
H 0.8561 -3.8421 5.9137 0.003 -0.008 0.008
H 1.6420 -3.2038 3.6786 0.038 -0.004 -0.041
H -2.1856 -1.4931 2.8083 0.015 0.008 0.017
H -2.9907 -2.1704 5.0456 0.018 -0.004 -0.005
H 1.5633 -4.5840 1.2535 -0.008 -0.015 0.012
H 3.8860 -5.3908 1.0626 0.006 -0.018 0.001
H 5.7440 -3.7655 0.8329 -0.004 0.003 0.004
H 5.2571 -1.3379 0.8081 -0.013 -0.015 -0.010
H 2.9257 -0.5329 1.0371 -0.025 0.030 0.022
H -2.3758 -3.2607 1.4461 -0.001 -0.022 -0.015
H -3.5521 -4.8418 -0.0128 0.010 0.003 -0.008
H -2.4905 -5.6442 -2.1054 0.009 -0.003 0.007
H -0.2338 -4.8097 -2.7233 -0.007 0.004 -0.002
H 0.9468 -3.2381 -1.2552 0.000 -0.002 -0.004

***

No. 3
90
Properties=species:S:1:pos:R:3:forces:R:3 method="wB97M-V/def2-TZVPD" relative_energy_ev=3.610 lumo_energy_ev=-1.800 spin_multiplicity=2 charge=0
Sr -0.3870 2.2600 -2.3520 0.355 0.479 0.179
C 3.1440 2.6151 -0.0747 0.013 0.014 -0.064
C 2.5930 3.4285 -1.1352 -0.048 -0.103 -0.022
C 2.0901 4.5531 -0.5673 -0.021 0.029 0.043
C 2.3304 4.4737 0.8834 0.007 -0.025 0.006
C 2.9733 3.2919 1.1566 -0.008 0.042 -0.012
H 3.5953 1.6435 -0.2112 -0.004 0.003 -0.010
H 2.5988 3.1792 -2.1864 0.059 0.014 -0.005
H 1.6086 5.3689 -1.0844 0.006 0.008 0.012
H 2.0492 5.2316 1.6004 -0.007 0.003 -0.006
H 3.2908 2.9360 2.1243 -0.004 0.008 0.011
O -3.0457 0.5518 -4.9516 0.051 0.018 0.042
S -3.1371 0.1793 -3.5614 0.031 -0.074 -0.110
O -4.3432 -0.5235 -3.1699 -0.018 0.012 0.018
N -2.7495 1.3624 -2.5677 0.359 0.246 0.280
C -3.6053 2.4603 -2.4431 -0.226 -0.229 -0.094
C -4.8171 2.5612 -3.1080 -0.011 0.071 -0.061
C -5.6744 3.6639 -2.9713 -0.003 -0.098 -0.057
C -5.3635 4.7068 -2.1537 0.029 0.068 0.061
C -4.1483 4.6642 -1.4405 0.021 -0.030 0.001
C -3.7769 5.7134 -0.5718 -0.038 0.022 -0.001
C -2.6025 5.6690 0.1172 0.085 0.004 0.026
C -1.7672 4.5567 -0.0810 -0.198 -0.038 -0.037
N -2.0854 3.5641 -0.8742 0.207 -0.432 -0.315
C -3.2574 3.5660 -1.5729 -0.197 0.114 0.113
C -1.8299 -1.0509 -3.2829 -0.037 -0.185 -0.044
C -2.1701 -2.3885 -3.9030 -0.024 0.009 0.023
C -0.9466 -3.2034 -4.1530 -0.008 0.018 -0.006
C -0.3030 -3.4903 -3.0248 0.002 -0.008 0.018
C -1.0853 -3.0357 -1.8092 -0.011 0.009 -0.007
C -2.2023 -2.2042 -2.4034 -0.002 0.003 0.015
H -5.1222 1.7675 -3.7736 0.018 -0.010 0.013
H -6.5974 3.6676 -3.5375 -0.004 0.013 0.006
H -6.0142 5.5647 -2.0420 -0.011 -0.008 -0.007
H -4.4499 6.5569 -0.4701 0.005 0.003 0.008
H -2.2998 6.4645 0.7838 -0.003 0.004 -0.005
H -0.8118 4.4834 0.4301 0.016 -0.010 -0.022
H -3.0636 -2.4691 -4.5043 0.006 -0.004 -0.009
H -0.6033 -3.4512 -5.1475 0.001 -0.002 -0.004
H 0.6524 -3.9957 -2.9661 -0.006 -0.002 0.001
H -1.2424 -1.9826 -0.0160 -0.009 0.008 -0.006
H -3.1418 -2.1108 -1.8793 -0.004 0.007 -0.001
C -0.6660 -4.8791 1.1434 -0.026 -0.004 0.011
C 0.4517 -4.4142 0.2104 0.024 -0.011 -0.012
N 0.5786 -2.9736 0.0912 0.071 0.001 -0.004
C -0.4187 -2.2251 -0.7107 0.000 -0.034 -0.013
C 0.2091 -0.9370 -1.1697 -0.013 0.089 0.117
C 0.3668 -0.3933 -2.4648 -0.154 0.377 -0.004
O -0.5193 -0.6066 -3.4932 -0.160 0.150 0.069
O 1.2194 0.4665 -2.7379 0.004 -0.544 -0.108
C 0.6151 -0.1032 -0.0979 -0.034 -0.075 0.030
O 0.6824 1.1400 -0.0909 -0.023 0.060 -0.197
C 0.9914 -0.8415 1.1500 -0.020 0.027 -0.025
C 1.4476 -0.0976 2.2220 -0.014 0.008 -0.023
C 1.9901 -0.7251 3.3188 0.014 0.019 -0.030
F 2.4804 0.0176 4.3496 0.012 0.031 -0.007
C 2.0721 -2.1035 3.3761 -0.010 -0.027 -0.007
C 1.6049 -2.8607 2.3053 0.019 0.073 0.009
C 1.0630 -2.2567 1.1629 -0.063 -0.015 0.025
N 2.6135 -2.8021 4.4996 -0.002 -0.068 -0.034
C 3.9285 -3.3969 4.3536 0.049 0.021 -0.003
C 3.9049 -4.7440 5.1009 -0.036 -0.015 0.033
N 2.7519 -4.6864 6.0682 0.014 -0.011 0.004
C 2.7675 -3.3939 6.8305 0.017 -0.023 -0.005
C 2.4224 -2.2673 5.8336 -0.022 0.016 0.062
H -0.6765 -5.9678 1.2223 0.010 -0.001 -0.011
H -1.6413 -4.5628 0.7732 -0.009 0.007 -0.011
H -0.5488 -4.4593 2.1438 -0.018 -0.019 -0.012
H 0.2982 -4.8221 -0.7880 -0.005 0.005 0.053
H 1.4145 -4.8150 0.5355 0.024 -0.004 0.033
H -1.5502 -3.9126 -1.3451 -0.002 -0.005 -0.007
H 1.4096 0.9827 2.1448 0.004 0.005 0.019
H 1.6424 -3.9360 2.4068 0.007 -0.025 -0.023
H 4.7196 -2.7506 4.7558 -0.006 0.012 -0.007
H 4.1404 -3.5628 3.3009 -0.001 -0.004 0.001
H 4.8063 -4.9339 5.6801 0.007 0.003 -0.011
H 3.7166 -5.5856 4.4369 0.005 0.007 -0.005
H 2.7476 -5.4947 6.6863 0.013 -0.002 0.012
H 1.8996 -4.6871 5.5005 -0.001 0.014 -0.009
H 3.7710 -3.2939 7.2397 -0.005 0.001 0.015
H 2.0580 -3.4651 7.6512 -0.012 0.005 -0.009
H 3.0512 -1.4016 6.0610 -0.003 -0.016 -0.022
H 1.3827 -1.9595 5.9381 0.001 -0.007 0.011
F 0.3565 4.5477 -3.0631 -0.049 -0.051 -0.012
P 0.0764 4.7420 -4.7226 -0.066 -0.118 0.076
F -0.2104 4.8408 -6.2759 0.008 0.027 -0.020
F 0.5158 6.2668 -4.5991 0.009 0.019 -0.008
F 1.5914 4.2790 -4.9625 0.017 0.005 -0.028
F -0.3684 3.1305 -4.7260 0.071 0.114 0.129
F -1.4413 5.1053 -4.3503 -0.017 0.016 -0.009